# 1
Computed, not measured: a molecular structure, C27H57Cl2N2O15S, with ωB97M-V/def2-TZVPD.

Structure (XYZ):
```
104
C27H57Cl2N2O15S (ωB97M-V/def2-TZVPD)
C -0.3451 -2.9779 2.6420
C -0.6236 -2.3706 1.2739
C -0.4687 -0.8431 1.2867
C -0.8271 -0.2620 -0.0769
N -0.1004 0.9827 -0.4162
S -0.2554 2.3345 0.5505
C -1.8851 2.3523 1.3047
C -2.9996 2.3152 0.2453
C -4.1109 1.3528 0.6743
C -5.1215 1.1126 -0.4478
C -6.5442 0.7164 -0.0111
N -6.6054 0.2600 1.3895
C 0.8570 2.1252 1.9866
Cl 0.5540 3.6419 2.8432
C 2.3449 1.8550 1.5740
C 2.6816 2.1587 0.1191
Cl 3.4911 2.7677 2.5868
H -0.6065 -4.0352 2.6324
H 0.7199 -2.9147 2.8596
H -0.9389 -2.5124 3.4269
H -1.6442 -2.5845 0.9508
H 0.0911 -2.7602 0.5482
H -1.1329 -0.4655 2.0674
H 0.5636 -0.5804 1.5285
H -0.5183 -0.9894 -0.8286
H -1.9067 -0.1490 -0.1813
H -0.3586 1.3296 -1.3401
H -1.9859 1.5751 2.0597
H -1.9010 3.3058 1.8284
H -2.6074 2.0084 -0.7275
H -3.4121 3.3150 0.1236
H -4.5638 1.7472 1.5829
H -3.6580 0.3975 0.9442
H -4.7341 0.2849 -1.0461
H -5.1672 1.9698 -1.1204
H -7.2627 1.5217 -0.1869
H -6.8658 -0.1241 -0.6224
H -6.4767 1.0552 2.0047
H -7.5435 -0.0684 1.5876
H 0.4558 1.3363 2.6136
H 2.5392 0.8111 1.8060
H 3.7658 2.1691 0.0260
H 2.3174 1.3702 -0.5342
H 2.3268 3.1395 -0.1924
C 10.1052 1.9381 -1.0464
O 8.7571 2.4042 -0.8957
C 8.3996 2.6589 0.3610
O 9.0868 2.5366 1.3381
O 7.1241 3.0612 0.3474
C 6.5831 3.3666 1.6348
H 10.2458 1.7727 -2.1102
H 10.8098 2.6874 -0.6932
H 10.2500 1.0059 -0.5047
H 7.1260 4.1866 2.1020
H 6.6087 2.4907 2.2809
H 5.5555 3.6593 1.4610
C -2.4082 -2.4571 6.6737
O -1.3001 -3.3513 6.5643
C -0.9491 -3.9230 7.7227
O -1.4819 -3.7340 8.7830
O 0.0841 -4.7272 7.4911
C 0.5668 -5.4145 8.6529
H -2.5832 -2.0695 5.6732
H -3.2977 -2.9792 7.0199
H -2.1780 -1.6340 7.3477
H -0.2112 -6.0484 9.0722
H 0.9090 -4.7042 9.4023
H 1.3981 -6.0244 8.3139
C -0.4726 4.6373 -5.7618
O 0.5596 3.6607 -5.9438
C 0.8862 2.9781 -4.8586
O 0.3938 3.1128 -3.7615
O 1.8538 2.1231 -5.1773
C 2.3333 1.3155 -4.1044
H -0.6167 5.1002 -6.7322
H -1.3960 4.1612 -5.4388
H -0.1649 5.3873 -5.0364
H 1.5337 0.6912 -3.7061
H 2.7529 1.9368 -3.3139
H 3.1101 0.6865 -4.5276
C -10.9341 -3.6570 -4.0174
O -9.8141 -3.5849 -3.1263
C -10.0010 -2.7929 -2.0761
O -10.9905 -2.1554 -1.8303
O -8.8906 -2.8196 -1.3296
C -8.9637 -2.0101 -0.1578
H -10.6371 -4.3312 -4.8143
H -11.8066 -4.0532 -3.5028
H -11.1605 -2.6751 -4.4271
H -9.7620 -2.3486 0.5002
H -9.1235 -0.9660 -0.4255
H -8.0081 -2.1210 0.3494
C 8.3515 -2.8737 -5.8466
O 7.7613 -1.5777 -5.6926
C 7.5433 -1.2196 -4.4313
O 7.7893 -1.8766 -3.4530
O 6.9999 0.0003 -4.4306
C 6.7194 0.5098 -3.1261
H 8.4670 -3.0227 -6.9154
H 9.3237 -2.9115 -5.3603
H 7.7013 -3.6418 -5.4334
H 7.6290 0.5973 -2.5373
H 6.0055 -0.1320 -2.6106
H 6.2904 1.4975 -3.2701
```

Properties
highest occupied orbital energy = -11.877 eV
calculated total energy = -98489.379 eV
total charge = +1

Atomic partial charges in e from the Löwdin method, atoms 1 to 4: C -0.09; C -0.25; C -0.21; C -0.21

# 2
Computed, not measured: a molecular structure, C27H57ClN3O5V at a distorted geometry, with ωB97M-V/def2-TZVPD.

Structure (XYZ):
```
94
C27H57ClN3O5V (ωB97M-V/def2-TZVPD)
O -0.5173 0.4279 2.0704
V 0.8224 -0.0102 1.3521
O 0.4414 -0.4366 -0.1218
Cl 1.6274 -2.0011 2.4328
C 2.5470 4.3293 0.7095
C 1.6662 3.1719 0.2521
C 1.4030 3.2706 -1.2489
C 2.6104 2.9573 -2.1258
C 3.2511 1.6223 -1.7514
C 3.4906 1.4038 -0.2532
N 2.2947 1.8483 0.4633
O 2.3928 1.4917 1.8380
C 3.7310 -0.0865 -0.0661
C 4.7824 2.1496 0.1780
C 0.3102 3.1961 0.9405
H 2.7815 4.2131 1.7719
H 2.0094 5.2631 0.5535
H 3.4897 4.3910 0.1739
H 0.5576 2.6696 -1.5898
H 1.0915 4.2990 -1.4622
H 3.3602 3.7502 -2.0632
H 2.2831 2.8714 -3.1621
H 4.2284 1.5716 -2.2385
H 2.6710 0.7917 -2.1619
H 4.4265 -0.4685 -0.8131
H 4.1228 -0.3633 0.9163
H 2.8189 -0.6811 -0.1857
H 4.7091 2.7275 1.1026
H 5.6085 1.4554 0.3219
H 5.0731 2.8506 -0.6051
H -0.4123 2.5596 0.4330
H -0.0711 4.2189 0.9323
H 0.3648 2.8873 1.9844
H 3.1621 1.9226 2.2443
C -3.3139 3.2770 1.7659
C -4.6112 2.5688 2.1400
C -4.7327 1.4084 1.1465
C -5.8233 0.4305 1.6012
C -5.5622 -0.1065 3.0075
C -5.3974 1.0306 4.0367
N -4.4785 1.9974 3.4735
O -4.2124 3.0168 4.4323
C -6.7859 1.5869 4.3699
C -4.7706 0.4261 5.2844
C -5.7733 3.5608 1.9723
H -3.2447 3.6025 0.7295
H -3.1086 4.2044 2.3253
H -2.4480 2.6677 2.0511
H -5.1118 1.7273 0.1723
H -3.7825 0.8796 1.0688
H -6.8137 0.8946 1.5857
H -5.8840 -0.4027 0.8949
H -4.6567 -0.7163 3.0284
H -6.4214 -0.7290 3.2662
H -6.7268 2.3922 5.1085
H -7.4216 0.8347 4.8421
H -7.2920 1.9664 3.4853
H -3.8957 -0.1694 5.0196
H -5.5011 -0.1553 5.8458
H -4.3969 1.1997 5.9579
H -6.7019 3.1177 1.6118
H -5.9948 4.0933 2.8986
H -5.4923 4.3449 1.2632
H -3.2828 3.2237 4.2963
C 4.0267 -3.7335 -4.4663
C 3.3377 -4.7394 -3.5186
C 3.9227 -4.5938 -2.1107
C 3.3463 -3.3999 -1.3796
C 1.8390 -3.6198 -1.2451
C 1.1469 -3.7428 -2.6059
N 1.9001 -4.6129 -3.4939
O 1.2799 -4.8143 -4.7343
C -0.2345 -4.3705 -2.3658
C 0.9224 -2.3453 -3.1992
C 3.7190 -6.1322 -4.0186
H 3.7547 -3.8623 -5.5177
H 5.1099 -3.7627 -4.3666
H 3.6875 -2.7156 -4.2371
H 3.6782 -5.4946 -1.5394
H 5.0096 -4.5803 -2.2229
H 3.4954 -2.4636 -1.9270
H 3.7957 -3.2599 -0.3937
H 1.4601 -2.6903 -0.8144
H 1.6013 -4.4295 -0.5572
H -0.1805 -5.4150 -2.0639
H -0.7925 -3.7908 -1.6294
H -0.7890 -4.3369 -3.3077
H 1.8577 -1.7883 -3.2840
H 0.4022 -2.3839 -4.1596
H 0.2508 -1.7605 -2.5638
H 3.3671 -6.9121 -3.3388
H 4.7944 -6.2433 -4.1573
H 3.2094 -6.3338 -4.9625
H 1.5922 -4.1092 -5.3223
```

Properties
energy above the lowest of the compared OMol25 structures with the same formula, charge and spin = 14.0 kcal/mol
highest occupied orbital energy = -7.893 eV
calculated total energy = -81839.796 eV

Atomic partial charges in e from the Löwdin method, atoms 1 to 4: O -0.35; V 0.62; O -0.37; Cl -0.03

# 3
Computed, not measured: 3 unconnected molecules or ions with the total composition C27H57N3O3 at a distorted geometry, with ωB97M-V/def2-TZVPD.

Structure (XYZ):
```
90
C27H57N3O3 (ωB97M-V/def2-TZVPD)
C -5.7197 17.4047 -8.5412
C -4.9918 17.0361 -9.8403
C -6.0834 16.9325 -10.9230
C -5.6113 17.2741 -12.3377
C -4.7620 18.5347 -12.3388
C -3.5231 18.4590 -11.4559
N -3.9922 18.0339 -10.1476
O -3.0096 18.1328 -9.1367
C -2.5174 17.4784 -12.0858
C -2.8938 19.8221 -11.3633
C -4.3458 15.6346 -9.6892
H -5.1326 17.2559 -7.6363
H -6.6982 16.9271 -8.4449
H -6.0250 18.4592 -8.6015
H -6.3691 15.8766 -10.9862
H -7.0292 17.4082 -10.6594
H -6.4573 17.4814 -12.9976
H -5.0976 16.3997 -12.7426
H -5.4021 19.3296 -11.9313
H -4.5187 18.8382 -13.3598
H -2.9750 16.5794 -12.5003
H -2.0090 17.9638 -12.9228
H -1.7836 17.1543 -11.3459
H -2.0478 19.8025 -10.6713
H -2.4959 20.2024 -12.3074
H -3.5508 20.6154 -11.0136
H -5.1247 14.9004 -9.4780
H -3.6009 15.5663 -8.8982
H -3.8744 15.4378 -10.6544
H -3.2889 18.9084 -8.6341
C -4.1390 10.1903 -13.0246
C -4.5912 10.6660 -11.6425
C -5.9391 10.0175 -11.3531
C -6.4058 10.0983 -9.9096
C -5.3179 9.5680 -8.9877
C -3.9512 10.2369 -9.2084
N -3.6334 10.2221 -10.6374
O -2.3580 10.7981 -10.8785
C -3.9683 11.6404 -8.5796
C -2.9302 9.3698 -8.4887
C -4.7205 12.2106 -11.6870
H -4.4368 9.1708 -13.2824
H -3.0640 10.2998 -13.1534
H -4.6309 10.7914 -13.7934
H -6.6486 10.5158 -12.0304
H -6.0094 8.9944 -11.7338
H -7.3248 9.5046 -9.8808
H -6.7362 11.1029 -9.6297
H -5.2616 8.4820 -9.0912
H -5.6299 9.7574 -7.9571
H -4.2905 11.5701 -7.5365
H -2.9533 12.0352 -8.5786
H -4.7060 12.2834 -9.0517
H -3.1354 9.4035 -7.4072
H -3.1019 8.2934 -8.6037
H -1.8908 9.6206 -8.6778
H -5.6532 12.5085 -11.1919
H -4.7410 12.6481 -12.6836
H -3.9430 12.7268 -11.1250
H -1.7963 10.0260 -10.9894
C -6.5080 23.7960 -9.1620
C -5.4168 22.7843 -8.8277
C -4.0782 23.3661 -9.2703
C -2.8716 22.6337 -8.7330
C -2.9021 22.5294 -7.2124
C -4.2263 21.9728 -6.6791
N -5.3624 22.5073 -7.4014
O -6.5860 21.9552 -6.9600
C -4.2134 20.4103 -6.7370
C -4.3794 22.3414 -5.1989
C -5.6577 21.4903 -9.6159
H -6.5372 24.6121 -8.4346
H -7.5007 23.3419 -9.1430
H -6.3337 24.2097 -10.1549
H -3.9993 23.3206 -10.3634
H -4.0336 24.4401 -9.0618
H -1.9583 23.1272 -9.0715
H -2.8021 21.6056 -9.0989
H -2.7298 23.5084 -6.7570
H -2.1420 21.8103 -6.9099
H -4.4241 20.0195 -7.7286
H -3.2404 20.0475 -6.3946
H -4.9571 20.0205 -6.0442
H -3.4711 22.2007 -4.6146
H -4.6054 23.4144 -5.1710
H -5.2240 21.8230 -4.7507
H -4.7842 20.8383 -9.5313
H -5.8080 21.5266 -10.6972
H -6.4274 20.8550 -9.1700
H -7.0077 22.6711 -6.4746
```

Properties
energy above the lowest of the compared OMol25 structures with the same formula, charge and spin = 9.0 kcal/mol
highest occupied orbital energy = -7.908 eV
calculated total energy = -39532.495 eV
SMILES = CC1(C)CCCC(C)(C)N1O.CC1(C)CCCC(C)(C)N1O.CC1(C)CCCC(C)(C)N1O

Atomic partial charges in e from the Löwdin method, atoms 1 to 4: C -0.03; C -0.50; C -0.13; C -0.17

The lowest calculated total energy belongs to which entry?
C27H57Cl2N2O15S